This record from OMol25 describes an isolated molecule of C4H6FN. The level of theory is ωB97M-V/def2-TZVPD.

XYZ file:
```
12
Properties=species:S:1:pos:R:3:forces:R:3:mulliken_charge:R:1
C -2.67336 -0.10141 -0.06247 2.0 0.0 0.3 -0.05
C -1.48622 -0.03673 0.12024 3.8 -0.7 -0.2 -0.67
C 0.34322 -0.37097 0.05365 -2.2 1.5 0.3 0.90
C 1.00022 0.64282 -0.86823 2.0 1.1 0.1 -1.25
N 0.97788 -0.42965 1.35775 -0.4 1.5 -1.8 -0.63
F 0.33636 -1.56990 -0.62304 0.2 0.3 1.2 -0.27
H -3.58365 -0.45703 -0.35966 -2.0 -0.2 -0.3 0.42
H 0.60983 1.69072 -0.78220 -0.3 -1.2 -0.5 0.33
H 2.14314 0.85933 -0.65475 -2.1 -1.1 0.0 0.33
H 0.95879 0.13941 -1.85255 -0.2 1.1 0.2 0.33
H 1.02102 0.54846 1.73833 0.1 -1.3 -0.7 0.28
H 0.35277 -0.91505 1.93293 -0.8 -1.0 1.4 0.29
```
Forces are in eV/Å.

For the highest occupied orbital energy, the calculation gives -10.20 eV. For the HOMO-LUMO gap, the calculation gives 0.40763 Ha. Its multiplicity is 1.